(1)
Below is 2 unconnected molecules or ions with the total composition C2H6NO3S in a non-equilibrium geometry, with properties calculated with the ωB97M-V functional and the def2-TZVPD basis.

```
13
Properties=species:S:1:pos:R:3:forces:R:3
C -0.214 -1.298 0.099 1.0 2.2 1.5
C 0.052 0.972 0.917 -2.9 -1.5 0.9
N 0.549 -0.378 1.051 -2.4 -0.8 -0.4
O -1.220 -1.823 -3.216 3.9 1.6 0.4
O 0.179 0.156 -3.763 0.4 0.6 -0.1
O 1.846 -0.542 0.973 1.8 0.2 -0.5
S 0.157 -1.128 -3.108 -4.1 -2.2 -0.9
H -0.296 -0.980 -0.945 0.2 0.4 0.3
H 0.432 -2.125 0.167 0.0 -1.7 -0.1
H -1.202 -1.329 0.511 -0.7 -0.8 0.1
H 0.502 1.620 1.629 1.0 0.8 -0.1
H -0.023 1.219 -0.138 0.5 1.0 -0.4
H -1.048 0.938 1.309 1.4 0.0 -0.8
```
Forces are in eV/Å.

Calculated values
LUMO energy (alpha / beta) = 2.56 / 1.79 eV
Kohn-Sham gap (alpha / beta) = 4.462 / 2.604 eV
Total charge = -1
HOMO (alpha / beta) = -1.8983 / -0.8139 eV

Mulliken population analysis, charges in e, atoms 1 to 5: -0.269, -0.721, -0.015, -0.502, -0.441



(2)
Below is 2 unconnected molecules or ions with the total composition C2H6NO4PS in a non-equilibrium geometry, with properties calculated with the ωB97M-V functional and the def2-TZVPD basis.

```
15
Properties=species:S:1:pos:R:3:forces:R:3
C -1.137 0.720 -3.556 -0.1 -0.1 2.6
C -0.934 1.037 -2.220 0.4 0.4 -2.5
S -0.855 -0.177 -0.844 -1.1 -0.6 -0.3
P 0.241 0.905 0.710 -0.8 4.6 2.1
O -0.594 2.168 0.958 1.4 -2.9 -0.9
H -0.734 1.427 -4.324 -1.2 -0.4 0.8
H -1.740 -0.184 -3.828 1.4 0.5 0.0
H -0.841 2.123 -1.932 0.7 -1.5 0.2
H -0.027 -1.247 -1.141 -0.2 1.0 -0.4
H 0.399 0.067 1.869 0.0 -0.7 -0.7
H 1.489 1.319 0.133 -0.4 -1.0 0.0
N 1.185 -2.043 3.549 0.3 -0.1 1.0
O 1.335 -2.139 2.307 0.0 0.3 -1.0
O 0.199 -1.426 4.004 -0.1 0.3 -0.3
O 2.014 -2.550 4.315 -0.2 0.1 -0.3
```
Forces are in eV/Å.

Calculated values
LUMO energy = -2.24 eV
Kohn-Sham gap = 5.273 eV
Total charge = 0
HOMO = -7.5162 eV

Mulliken population analysis, charges in e, atoms 1 to 5: -0.475, -0.041, -0.017, 0.487, -0.566



(3)
Below is a molecular structure, C2H6NO4PS in a non-equilibrium geometry, with properties calculated with the ωB97M-V functional and the def2-TZVPD basis.

```
15
Properties=species:S:1:pos:R:3:forces:R:3
C -0.029 -0.756 -0.288 -1.4 -1.1 -0.7
C -1.406 -0.563 0.234 -2.1 0.7 -0.1
N -2.039 0.796 -0.097 2.2 -1.8 -3.4
O 3.044 -0.270 -0.321 -1.4 1.6 0.9
O 1.877 2.048 -0.307 0.6 0.2 0.3
O 0.488 0.047 -1.075 0.9 1.2 -0.2
O 1.045 0.248 1.347 0.6 0.7 0.9
P 1.903 0.551 0.189 1.0 -0.7 -1.8
S 0.639 -2.312 -0.077 -0.5 -1.5 0.6
H -1.395 -0.728 1.334 0.1 0.4 -0.7
H -2.090 -1.355 -0.150 0.8 0.1 0.1
H -2.723 0.831 0.564 -2.6 0.7 2.2
H -2.553 0.782 -1.060 1.4 -0.2 2.3
H 1.384 2.691 0.230 0.0 -0.6 -0.1
H 1.854 -2.009 -0.524 0.4 0.2 -0.3
```
Forces are in eV/Å.

Calculated values
LUMO energy = -0.10 eV
Kohn-Sham gap = 10.201 eV
Total charge = 0
HOMO = -10.2999 eV

Mulliken population analysis, charges in e, atoms 1 to 5: 0.816, -0.753, -0.584, -0.629, -0.451



(4)
Below is a single C2H6NP molecule in a non-equilibrium geometry, with properties calculated with the ωB97M-V functional and the def2-TZVPD basis.

```
10
Properties=species:S:1:pos:R:3:forces:R:3
P 1.890 -0.022 0.149 -0.2 0.1 -0.4
N 0.331 -0.099 -0.509 -2.2 -1.9 0.4
C -0.643 -0.925 0.262 -0.9 -0.3 -1.8
C -1.008 0.427 -0.206 -0.3 0.4 -0.9
H 1.624 1.115 0.881 0.5 1.0 0.8
H 2.346 0.659 -0.982 0.7 0.4 0.0
H -0.447 -1.165 1.257 0.6 0.6 1.9
H -1.124 -1.843 -0.111 0.4 0.6 -0.9
H -1.616 0.569 -1.102 0.2 -0.8 -0.2
H -1.353 1.284 0.361 1.2 0.0 1.2
```
Forces are in eV/Å.

Calculated values
SMILES string = PN1CC1
LUMO energy = 1.16 eV
Kohn-Sham gap = 10.339 eV
Total charge = 0
HOMO = -9.1779 eV

Mulliken population analysis, charges in e, atoms 1 to 5: -0.047, -0.230, -0.432, -0.219, 0.016



(5)
Below is 2 unconnected molecules or ions with the total composition C2H6NS in a non-equilibrium geometry, with properties calculated with the ωB97M-V functional and the def2-TZVPD basis.

```
10
Properties=species:S:1:pos:R:3:forces:R:3
C 2.838 -1.290 0.763 -1.2 0.1 -1.1
C -0.459 1.343 0.162 0.8 -0.4 0.5
N -1.420 0.728 -0.408 0.0 0.6 -1.2
S 2.226 -0.024 -0.086 0.4 -0.9 0.9
H 2.224 -2.017 1.379 0.9 1.1 -0.6
H 3.870 -1.511 0.495 0.0 -0.3 0.6
H -0.172 0.821 1.034 0.7 0.0 1.1
H 0.138 2.258 -0.094 -1.4 -0.8 -0.3
H -1.845 1.038 -1.263 -0.1 0.3 -0.5
H -1.700 -0.209 -0.144 -0.1 0.1 0.6
```
Forces are in eV/Å.

Calculated values
LUMO energy = -5.30 eV
Kohn-Sham gap = 7.703 eV
Total charge = +1
HOMO = -12.9982 eV

Mulliken population analysis, charges in e, atoms 1 to 5: -0.215, -0.241, -0.183, -0.164, 0.247



(6)
Below is 2 unconnected molecules or ions with the total composition C2H6O in a non-equilibrium geometry, with properties calculated with the ωB97M-V functional and the def2-TZVPD basis.

```
9
Properties=species:S:1:pos:R:3:forces:R:3
C 1.027 -0.685 -0.087 -0.5 0.0 0.6
C 1.202 0.624 -0.018 -1.0 1.6 -0.1
H 1.186 -1.306 0.800 0.4 0.0 -0.5
H 0.472 -1.126 -0.901 0.3 -0.1 -0.2
H 1.550 1.070 0.963 -0.2 -0.2 -1.6
H 0.722 1.305 -0.854 1.5 -1.3 1.8
O -1.777 -0.045 -0.018 -0.3 1.0 0.5
H -1.763 0.929 -0.063 -0.2 -0.5 -0.4
H -1.320 -0.151 0.827 0.0 -0.4 -0.1
```
Forces are in eV/Å.

Calculated values
SMILES string = C=C.O
LUMO energy = 0.99 eV
Kohn-Sham gap = 11.036 eV
Total charge = 0
HOMO = -10.0429 eV

Mulliken population analysis, charges in e, atoms 1 to 5: -0.564, -0.490, 0.300, 0.248, 0.246



(7)
Below is a single C2H6O molecule in a non-equilibrium geometry, with properties calculated with the ωB97M-V functional and the def2-TZVPD basis.

```
9
Properties=species:S:1:pos:R:3:forces:R:3
C 0.545 -0.731 -0.152 0.9 0.3 -0.7
C -0.450 0.482 -0.347 2.1 -0.7 2.5
O -0.363 1.372 0.785 0.1 -0.1 0.6
H 0.756 -1.164 -1.164 0.1 0.3 0.8
H 0.139 -1.544 0.425 -0.6 -0.3 0.3
H 1.554 -0.527 0.390 -1.8 0.4 -1.2
H -0.130 1.041 -1.206 -0.2 0.3 -0.4
H -1.475 0.189 -0.343 -0.7 -0.7 -0.9
H -0.575 0.882 1.612 0.2 0.4 -1.0
```
Forces are in eV/Å.

Calculated values
SMILES string = CCO
LUMO energy = 1.08 eV
Kohn-Sham gap = 11.296 eV
Total charge = 0
HOMO = -10.2208 eV

Mulliken population analysis, charges in e, atoms 1 to 5: -0.925, -0.211, -0.546, 0.286, 0.318



(8)
Below is a single C2H6O molecule, with properties calculated with the ωB97M-V functional and the def2-TZVPD basis.

```
9
Properties=species:S:1:pos:R:3:forces:R:3
C 0.069 -0.425 0.877 0.0 0.0 0.0
C 0.155 -0.016 -0.590 0.3 -0.2 0.1
O -0.980 0.752 -0.958 -0.1 0.3 -0.2
H -0.646 -1.242 1.019 0.1 0.1 0.0
H 1.044 -0.755 1.248 -0.1 0.0 0.0
H -0.266 0.423 1.484 0.1 -0.1 -0.1
H 0.173 -0.897 -1.246 0.1 0.1 0.2
H 1.085 0.540 -0.780 -0.2 -0.1 0.1
H -0.694 1.662 -1.083 -0.2 0.0 0.0
```
Forces are in eV/Å.

Calculated values
SMILES string = CCO
LUMO energy = 1.03 eV
Kohn-Sham gap = 11.369 eV
Total charge = 0
HOMO = -10.3416 eV

Mulliken population analysis, charges in e, atoms 1 to 5: -0.877, -0.242, -0.510, 0.252, 0.311



(9)
Below is 2 unconnected molecules or ions with the total composition C2H6O in a non-equilibrium geometry, with properties calculated with the ωB97M-V functional and the def2-TZVPD basis.

```
9
Properties=species:S:1:pos:R:3:forces:R:3
H -1.857 -0.960 -0.151 -0.7 0.1 0.1
H -2.584 -0.774 -0.023 0.5 -0.2 -0.1
C 0.640 -0.392 -0.832 0.3 0.7 0.4
C 0.426 0.458 0.176 -0.2 0.1 -0.2
O 1.290 0.657 1.193 0.7 -0.4 0.8
H 1.483 -1.072 -0.780 0.1 0.2 -0.2
H 0.120 -0.264 -1.774 -0.4 -0.4 0.4
H -0.448 1.066 0.353 -0.4 0.2 -0.9
H 0.930 1.280 1.838 0.0 -0.3 -0.3
```
Forces are in eV/Å.

Calculated values
SMILES string = [H][H].C=CO
LUMO energy = 0.82 eV
Kohn-Sham gap = 9.766 eV
Total charge = 0
HOMO = -8.9445 eV

Mulliken population analysis, charges in e, atoms 1 to 5: -0.205, 0.201, -0.813, 0.156, -0.473



(10)
Below is a single C2H6O2 molecule in a non-equilibrium geometry, with properties calculated with the ωB97M-V functional and the def2-TZVPD basis.

```
10
Properties=species:S:1:pos:R:3:forces:R:3
O 1.851 0.048 -0.167 0.6 -0.5 -1.2
C 0.613 -0.474 0.093 -2.3 2.0 7.2
C -0.581 0.464 -0.014 1.4 -8.2 -6.3
O -1.823 -0.082 0.031 -3.2 -3.0 -1.5
H 2.157 0.670 0.456 0.3 1.1 1.3
H 0.324 -0.810 1.226 1.9 -0.5 -2.3
H 0.437 -1.118 -0.621 -0.7 -4.2 -3.1
H -0.553 1.165 0.537 0.2 8.9 8.5
H -0.276 0.913 -0.851 0.0 2.0 -4.6
H -2.149 -0.775 -0.691 1.9 2.5 2.1
```
Forces are in eV/Å.

Calculated values
SMILES string = OCCO
LUMO energy = 0.82 eV
Kohn-Sham gap = 10.290 eV
Total charge = 0
HOMO = -9.4734 eV

Mulliken population analysis, charges in e, atoms 1 to 5: -0.484, -0.319, -1.023, -0.564, 0.290



In order of appearance, ΔE to the lowest compared entry with this formula, charge and spin = 540.29; 1036.02; 128.51; 112.09; 112.04; 108.02; 38.61; 6.98; 168.47; 323.99 kJ/mol.